1.
# C15H34BCl26O

14 unconnected molecules or ions with the total composition C15H34BCl26O (ωB97M-V/def2-TZVPD, the OMol25 dataset).

Each line ends with the Löwdin charge.
Cartesian coordinates (Å):
B: 2.623 2.705 -1.621  -0.51
C: 1.597 1.409 -1.615  -0.30
O: 0.270 1.571 -2.207  -0.27
C: -0.475 2.570 -1.568  -0.17
H: 3.191 2.703 -0.538  -0.04
H: 2.067 3.774 -1.746  -0.04
H: 3.430 2.585 -2.538  -0.02
H: 1.486 1.022 -0.598  0.02
H: 2.059 0.617 -2.207  0.04
H: -1.539 2.307 -1.559  0.04
H: -0.151 2.735 -0.540  0.09
H: -0.392 3.509 -2.124  0.07
C: -0.285 -1.353 -0.441  -0.98
Cl: -0.445 -3.099 -0.727  0.52
Cl: 0.854 -0.985 0.844  0.53
H: 0.073 -0.874 -1.349  0.01
H: -1.257 -0.963 -0.171  -0.05
C: 2.576 -4.874 0.104  -1.04
Cl: 2.415 -6.618 -0.190  0.51
Cl: 3.710 -4.540 1.417  0.51
H: 2.939 -4.403 -0.801  -0.04
H: 1.606 -4.474 0.369  -0.03
C: 4.033 3.572 2.356  -1.02
Cl: 3.155 4.745 1.373  0.52
Cl: 3.148 2.049 2.538  0.48
H: 4.984 3.365 1.880  0.03
H: 4.183 3.994 3.343  -0.03
C: 1.583 4.892 -5.070  -1.03
Cl: 1.458 3.142 -5.289  0.52
Cl: 2.779 5.337 -3.856  0.53
H: 1.865 5.336 -6.017  0.01
H: 0.616 5.266 -4.753  0.02
C: 1.870 -0.598 5.581  -1.02
Cl: 2.515 0.976 6.058  0.49
Cl: 1.516 -0.686 3.853  0.47
H: 2.599 -1.362 5.826  0.02
H: 0.948 -0.766 6.125  -0.01
C: 1.987 -2.387 -3.527  -0.99
Cl: 1.799 -4.120 -3.853  0.48
Cl: 3.112 -2.096 -2.200  0.57
H: 2.369 -1.906 -4.420  0.02
H: 1.019 -1.978 -3.262  0.01
C: -3.872 0.834 -0.159  -0.99
Cl: -4.033 -0.908 -0.444  0.51
Cl: -2.678 1.189 1.090  0.56
H: -3.560 1.310 -1.082  0.02
H: -4.834 1.219 0.160  -0.02
C: -0.951 -7.123 -1.450  -1.04
Cl: -2.075 -8.492 -1.497  0.49
Cl: -0.961 -6.208 -2.960  0.49
H: -1.245 -6.460 -0.644  0.02
H: 0.049 -7.499 -1.279  -0.03
C: 2.367 -4.960 -7.636  -1.04
Cl: 3.103 -3.434 -7.146  0.51
Cl: 2.073 -5.026 -9.381  0.49
H: 3.036 -5.768 -7.368  0.02
H: 1.420 -5.066 -7.120  0.02
C: 2.025 5.002 6.921  -1.02
Cl: 0.593 4.321 6.145  0.50
Cl: 3.523 4.376 6.221  0.51
H: 2.009 6.078 6.791  0.02
H: 2.004 4.747 7.974  0.02
C: -2.363 -1.454 4.733  -0.99
Cl: -1.705 0.129 5.182  0.54
Cl: -2.714 -1.543 3.007  0.51
H: -1.634 -2.216 4.982  0.02
H: -3.281 -1.614 5.285  0.02
C: -7.822 0.568 -1.684  -1.01
Cl: -6.908 2.066 -1.899  0.52
Cl: -7.607 -0.111 -0.068  0.51
H: -8.874 0.781 -1.834  0.02
H: -7.474 -0.156 -2.412  0.03
C: -4.193 2.560 4.127  -1.06
Cl: -5.763 2.460 3.315  0.50
Cl: -4.049 4.034 5.096  0.50
H: -4.082 1.705 4.780  -0.01
H: -3.415 2.560 3.374  -0.03

The total energy is -12656.959835 Ha. The charge is -1. The value obtained for the HOMO energy is -0.1659 Eh. The value obtained for the frontier orbital gap is 6.304 eV.

***

2.
# C15H34Cl2N4O17

8 unconnected molecules or ions with the total composition C15H34Cl2N4O17 (ωB97M-V/def2-TZVPD, the OMol25 dataset).

Each line ends with the Löwdin charge.
Cartesian coordinates (Å):
Cl: -1.749 2.307 -1.762  0.59
C: -1.942 4.075 -2.090  -0.62
C: -1.592 4.932 -0.887  -0.61
Cl: -2.708 4.605 0.483  0.58
H: -2.916 4.319 -2.515  0.07
H: -1.299 4.320 -2.936  0.07
H: -1.610 6.014 -1.019  0.07
H: -0.552 4.738 -0.622  0.05
C: 0.148 -3.254 -2.089  0.03
N: -0.741 -2.409 -2.931  -0.43
O: -0.215 -1.327 -3.278  0.02
O: -1.870 -2.769 -3.188  0.05
H: 1.104 -3.351 -2.604  0.09
H: -0.439 -4.169 -2.014  0.09
H: 0.318 -2.824 -1.102  0.09
C: -1.894 -3.019 4.072  0.04
N: -3.113 -2.172 3.972  -0.50
O: -3.801 -2.396 3.063  0.08
O: -3.320 -1.298 4.759  0.07
H: -2.136 -3.902 4.663  0.10
H: -1.149 -2.346 4.498  0.09
H: -1.611 -3.187 3.033  0.09
C: 2.902 -4.313 1.442  -0.04
N: 3.616 -3.970 0.147  -0.62
O: 4.810 -4.304 0.154  -0.18
O: 3.033 -3.454 -0.775  -0.16
H: 1.824 -4.354 1.284  0.05
H: 3.072 -3.482 2.127  0.05
H: 3.184 -5.283 1.851  0.06
C: 6.542 -0.824 -0.563  0.03
N: 6.173 -1.634 0.611  -0.46
O: 5.124 -1.342 1.072  0.06
O: 6.927 -2.503 1.066  0.04
H: 6.806 0.151 -0.155  0.09
H: 5.707 -0.765 -1.261  0.11
H: 7.477 -1.163 -1.010  0.09
C: -2.440 1.510 1.925  -0.05
O: -1.102 1.257 1.489  -0.05
C: -0.482 0.079 1.799  -0.52
O: -0.973 -0.863 2.365  0.12
O: 0.765 0.068 1.236  -0.03
C: 1.595 -1.080 1.560  -0.03
H: -2.496 1.394 3.007  0.10
H: -3.079 0.786 1.419  0.08
H: -2.833 2.475 1.605  0.00
H: 1.991 -1.272 2.557  0.09
H: 2.448 -0.963 0.891  0.09
H: 1.050 -1.977 1.264  0.07
C: -4.352 -2.789 0.093  -0.01
O: -4.912 -1.474 0.468  0.01
C: -5.035 -0.560 -0.480  -0.62
O: -4.970 -0.750 -1.685  0.11
O: -5.268 0.582 0.120  -0.02
C: -5.684 1.730 -0.534  -0.05
H: -3.487 -3.068 0.694  0.07
H: -4.009 -2.893 -0.936  0.08
H: -5.065 -3.611 0.162  0.09
H: -4.741 2.261 -0.668  0.07
H: -6.347 2.271 0.141  0.09
H: -6.283 1.542 -1.425  0.10
C: 3.517 5.077 -3.698  -0.05
O: 2.497 4.732 -2.762  -0.01
C: 2.592 3.653 -1.985  -0.60
O: 3.400 2.766 -2.207  0.12
O: 1.751 3.763 -0.969  -0.02
C: 1.591 2.715 0.023  -0.02
H: 3.361 4.512 -4.617  0.10
H: 4.563 5.152 -3.401  0.09
H: 3.495 6.156 -3.853  0.08
H: 1.339 1.779 -0.476  0.09
H: 0.940 2.870 0.884  0.09
H: 2.553 2.522 0.498  0.10

The total energy is -3010.001291 Ha. The charge is -1. Its spin multiplicity is 2. The value obtained for the HOMO energy (alpha / beta) is -0.0233 / -0.1648 Eh. The value obtained for the frontier orbital gap (alpha / beta) is 2.683 / 6.533 eV.

***

3.
# C15H34CrF6O7P3Si4Te2

A molecular structure, C15H34CrF6O7P3Si4Te2 (ωB97M-V/def2-TZVPD, the OMol25 dataset).

Each line ends with the Löwdin charge.
Cartesian coordinates (Å):
Cr: -18.439 -3.861 12.349  0.64
O: -18.991 -7.400 10.459  -0.12
P: -19.367 -6.773 11.878  0.14
O: -20.596 -7.297 12.482  -0.27
O: -19.376 -5.334 11.457  -0.39
O: -18.038 -7.076 12.692  -0.26
P: -16.969 -6.315 13.695  0.21
O: -15.607 -6.422 12.879  -0.11
O: -16.819 -7.101 14.928  -0.29
O: -17.273 -4.836 13.702  -0.40
H: -18.541 -6.778 9.917  0.04
H: -15.663 -7.176 12.307  0.06
Te: -16.950 -2.152 10.689  0.83
C: -15.111 -2.549 11.648  -0.63
C: -13.957 -2.098 11.014  -0.18
C: -12.719 -2.177 11.653  -0.11
C: -12.641 -2.740 12.952  -0.12
C: -13.804 -3.198 13.569  -0.10
C: -15.019 -3.097 12.911  -0.16
H: -14.059 -1.669 10.008  0.08
H: -11.853 -1.774 11.166  0.08
H: -11.658 -2.790 13.540  0.11
H: -13.743 -3.618 14.595  0.11
H: -15.882 -3.470 13.433  0.05
F: -20.833 -1.113 13.677  -0.15
P: -21.307 -1.449 12.183  0.15
F: -22.077 -2.755 12.707  -0.14
F: -20.393 -0.238 11.635  -0.15
F: -19.905 -2.440 12.113  -0.33
F: -21.695 -1.861 10.693  -0.13
F: -22.625 -0.579 12.348  -0.14
C: -15.351 0.291 7.061  -0.23
Si: -16.972 -0.047 6.252  0.27
C: -17.006 1.058 4.736  -0.23
C: -18.299 0.500 7.479  -0.23
Si: -17.491 -2.286 5.839  0.04
Te: -17.939 -3.451 8.110  0.25
Si: -19.520 -2.298 4.439  0.27
C: -20.433 -3.881 4.489  -0.23
C: -20.624 -0.972 5.131  -0.23
C: -19.371 -1.821 2.671  -0.24
Si: -15.643 -3.358 4.815  0.27
C: -15.816 -5.150 4.277  -0.22
C: -14.087 -3.137 5.834  -0.20
C: -15.345 -2.492 3.213  -0.25
H: -15.372 1.406 7.211  0.05
H: -14.535 0.012 6.366  0.03
H: -15.249 -0.204 8.005  0.00
H: -16.690 2.093 4.986  0.03
H: -17.956 1.084 4.188  0.01
H: -16.292 0.637 3.995  0.02
H: -18.631 1.528 7.200  0.04
H: -17.930 0.466 8.503  0.01
H: -19.131 -0.168 7.498  -0.02
H: -20.603 -4.206 5.560  0.05
H: -19.819 -4.605 3.931  0.03
H: -21.389 -3.668 3.993  0.03
H: -20.835 -1.146 6.202  0.04
H: -21.536 -1.076 4.532  0.03
H: -20.247 0.042 5.105  0.02
H: -19.020 -2.661 2.039  0.03
H: -18.760 -0.950 2.425  0.02
H: -20.410 -1.653 2.363  0.03
H: -15.893 -5.852 5.105  0.02
H: -14.864 -5.411 3.775  0.03
H: -16.618 -5.293 3.576  0.01
H: -13.724 -3.977 6.408  0.03
H: -14.206 -2.267 6.504  0.01
H: -13.368 -2.929 5.055  0.01
H: -16.118 -2.573 2.429  0.03
H: -14.453 -2.949 2.771  0.02
H: -15.093 -1.412 3.345  0.03

The total energy is -5481.119986 Ha. The charge is -2. Its spin multiplicity is 6. The value obtained for the HOMO energy (alpha / beta) is -0.0611 / -0.1053 Eh. The value obtained for the frontier orbital gap (alpha / beta) is 5.457 / 6.367 eV. For the relative energy (zero: lowest compared OMol25 entry of this formula, charge and spin), the calculation gives 0.0 kJ/mol.

***

4.
# C15H34EuN6O3P

A molecular structure, C15H34EuN6O3P (ωB97M-V/def2-TZVPD, the OMol25 dataset).

Each line ends with the Löwdin charge.
Cartesian coordinates (Å):
Eu: -1.262 0.426 0.376  1.98
C: -3.525 -0.118 -1.818  -0.09
C: -2.514 -0.849 -2.416  -0.07
C: -1.920 -1.910 -1.730  -0.10
C: -2.348 -2.234 -0.453  -0.14
C: -3.370 -1.495 0.149  -0.16
C: -3.950 -0.435 -0.524  -0.12
H: -4.012 0.682 -2.353  0.11
H: -2.209 -0.622 -3.429  0.13
H: -1.151 -2.503 -2.209  0.12
H: -1.941 -3.102 0.052  0.12
H: -3.747 -1.783 1.121  0.12
H: -4.761 0.116 -0.069  0.13
N: -1.277 -1.170 2.641  -0.03
C: -2.118 -0.616 3.749  -0.19
C: -1.747 0.860 3.984  -0.07
C: -1.569 1.395 2.613  -0.65
O: -0.397 1.470 2.092  -0.14
O: -2.574 1.465 1.831  -0.13
H: -1.482 -2.159 2.545  0.09
H: -0.306 -1.124 2.938  0.07
H: -2.007 -1.189 4.667  0.13
H: -3.156 -0.683 3.431  0.12
H: -0.822 0.960 4.548  0.13
H: -2.558 1.364 4.506  0.14
C: 3.877 1.477 -1.384  -0.05
N: 2.472 1.375 -0.961  -0.29
C: 1.976 2.603 -0.339  -0.07
P: 1.667 -0.018 -0.918  0.52
O: 0.182 0.220 -1.236  -0.46
N: 2.294 -1.101 -1.933  -0.30
C: 3.503 -1.871 -1.608  -0.08
C: 2.003 -1.024 -3.374  -0.05
N: 1.651 -0.640 0.627  -0.30
C: 1.297 -2.067 0.764  -0.09
C: 2.682 -0.231 1.602  -0.06
H: 3.984 2.302 -2.089  0.10
H: 4.210 0.571 -1.875  0.06
H: 4.518 1.667 -0.521  0.10
H: 1.979 3.417 -1.065  0.10
H: 2.605 2.888 0.507  0.10
H: 0.963 2.492 0.039  0.04
H: 3.798 -1.717 -0.572  0.07
H: 4.332 -1.554 -2.242  0.09
H: 3.333 -2.935 -1.769  0.10
H: 1.065 -0.504 -3.551  0.08
H: 1.919 -2.034 -3.775  0.10
H: 2.808 -0.505 -3.899  0.10
H: 0.406 -2.317 0.189  0.06
H: 1.103 -2.280 1.814  0.08
H: 2.101 -2.726 0.438  0.08
H: 3.044 0.770 1.395  0.07
H: 3.524 -0.927 1.594  0.10
H: 2.243 -0.227 2.600  0.09
N: -1.765 2.707 -0.774  -0.12
N: -3.205 2.780 -0.776  -0.03
H: -1.368 3.549 -0.369  0.10
H: -1.459 2.675 -1.739  0.09
H: -3.520 3.627 -1.235  0.10
H: -3.498 2.811 0.192  0.06

The total energy is -2197.541088 Ha. The charge is +2. Its spin multiplicity is 7. The value obtained for the HOMO energy (alpha / beta) is -0.5688 / -0.5690 Eh. The value obtained for the frontier orbital gap (alpha / beta) is 8.290 / 10.318 eV. For the relative energy (zero: lowest compared OMol25 entry of this formula, charge and spin), the calculation gives 0.0 kJ/mol.

***

Which of these has the lowest charge?
C15H34CrF6O7P3Si4Te2

***

What is the charge in the second record?
-1

***

Which of these has the lowest charge?
C15H34CrF6O7P3Si4Te2

***

What is the formula in the third record?
C15H34CrF6O7P3Si4Te2